No. 1
Here is C3H4N2O in the gas phase from the Open Molecules 2025 dataset. Energies are from ωB97M-V with the def2-TZVPD basis set.

```
! wB97M-V def2-TZVPD RIJCOSX def2/J DEFGRID3
* xyz 0 1
O -0.43633 -2.34719 0.39332
C -0.20824 -1.16760 0.20689
N -0.84813 -0.06729 0.75593
C -0.35535 1.11705 0.21373
C 0.62317 0.78955 -0.64332
N 0.75244 -0.59741 -0.62024
H -1.47401 -0.16747 1.53950
H -0.84666 2.07081 0.33816
H 1.24031 1.42920 -1.25621
H 1.21371 -1.14329 -1.32936
*
```

Summary:
**SMILES**: O=c1[nH]cc[nH]1
**Energy relative to the best compared isomer or geometry (same formula, charge and spin)**: 0.0 kJ/mol

=====

No. 2
Here is C3H4N2O in the gas phase from the Open Molecules 2025 dataset. Energies are from ωB97M-V with the def2-TZVPD basis set.

```
! wB97M-V def2-TZVPD RIJCOSX def2/J DEFGRID3
* xyz 0 1
N -0.60729 0.89532 -1.76400
C -0.33876 0.51632 -0.48840
N 0.40823 -0.66857 -0.43767
C 0.59982 -0.99793 0.79726
C 0.16687 -0.60554 2.03266
O -0.70212 1.12941 0.52264
H -0.35408 0.26410 -2.50933
H -1.23360 1.65864 -1.95861
H 1.13920 -1.93139 1.05329
H 0.92173 -0.26035 2.75215
*
```

Summary:
**Energy relative to the best compared isomer or geometry (same formula, charge and spin)**: 351.3 kJ/mol

=====

No. 3
Here is 2 unconnected molecules or ions with the total composition C3H4N2O from the Open Molecules 2025 dataset. Energies are from ωB97M-V with the def2-TZVPD basis set.

```
! wB97M-V def2-TZVPD RIJCOSX def2/J DEFGRID3
* xyz 0 1
N 1.77348 -0.14971 -0.54288
C 0.64341 -0.89010 -0.35901
C -0.30726 -1.62442 -0.26268
O -2.56142 -0.01486 0.23839
N -1.73500 0.85101 0.15808
C -0.87618 1.62319 0.08040
H 1.80224 0.71840 -0.02302
H 2.60632 -0.69522 -0.36292
H -1.16226 -2.25256 -0.17050
H -0.19235 2.42830 -0.04007
*
```

Summary:
**SMILES**: C#[N+][O-].C#CN
**Energy relative to the best compared isomer or geometry (same formula, charge and spin)**: 553.2 kJ/mol

=====

No. 4
Here is C3H4N2O in the gas phase from the Open Molecules 2025 dataset. Energies are from ωB97M-V with the def2-TZVPD basis set.

```
! wB97M-V def2-TZVPD RIJCOSX def2/J DEFGRID3
* xyz 0 1
N -1.77812 0.40968 -0.56916
C -0.53071 0.09162 -0.04353
C -0.01768 -0.46923 1.11099
N 1.40356 -0.23761 1.00494
C 1.62227 0.27006 -0.13605
O 0.49972 0.60259 -0.79323
H -1.88604 0.17459 -1.55181
H -2.53014 0.02464 -0.01799
H 0.63246 -1.31434 1.57306
H 2.58467 0.44800 -0.57721
*
```

Summary:
**SMILES**: Nc1cnco1
**Energy relative to the best compared isomer or geometry (same formula, charge and spin)**: 369.8 kJ/mol

=====

No. 5
Here is a molecular structure, C3H4N2O from the Open Molecules 2025 dataset. Energies are from ωB97M-V with the def2-TZVPD basis set.

```
! wB97M-V def2-TZVPD RIJCOSX def2/J DEFGRID3
* xyz 0 1
O -1.29214 0.91031 -0.01748
C -0.82050 -0.49682 0.66666
C 0.23487 0.50342 0.81748
C 1.28714 0.19625 -0.09855
N 0.95895 -0.87788 -0.78461
N -0.26265 -1.22976 -0.40790
H -1.93633 1.19653 0.64720
H 0.27499 1.25457 1.59707
H 2.22813 0.70009 -0.26737
H -0.58900 -2.13469 -0.70779
*
```

Summary:
**Energy relative to the best compared isomer or geometry (same formula, charge and spin)**: 518.3 kJ/mol

=====

No. 6
Here is C3H4N2O in the gas phase from the Open Molecules 2025 dataset. Energies are from ωB97M-V with the def2-TZVPD basis set.

```
! wB97M-V def2-TZVPD RIJCOSX def2/J DEFGRID3
* xyz 0 1
N -0.15095 -1.63790 -0.07561
C 0.45176 -0.54277 0.28889
C -0.14370 0.43454 1.16035
N -0.38445 1.40770 0.35247
C 0.31954 1.13682 -0.89616
O -0.21451 0.89336 -1.95801
H 0.09835 -2.03495 -0.97519
H -0.97022 -2.03824 0.36969
H -0.40680 0.42437 2.21997
H 1.37491 1.44295 -0.78610
*
```

Summary:
**Energy relative to the best compared isomer or geometry (same formula, charge and spin)**: 356.3 kJ/mol